134
Properties=species:S:1:pos:R:3:forces:R:3 method="wB97M-V/def2-TZVPD" de_lowest_kcal_mol=9.9 spin_multiplicity=1 e_homo_ha=-0.354 homo_lumo_gap_ev=5.50 total_charge=+1
C 3.8504 0.6220 -3.0269 -0.098 0.087 0.029
C -1.7134 -5.8332 3.0352 0.157 0.173 -0.060
H -3.5183 2.6457 2.7500 0.009 0.012 0.033
H 0.2322 4.1200 -2.8603 -0.012 0.014 -0.011
H -4.5758 2.6556 1.3421 0.027 0.020 0.119
C -0.8887 1.7491 0.5245 0.295 -0.767 -0.258
Se -4.2035 0.4887 -0.0432 -0.003 -0.089 -0.189
C -0.4553 3.0510 5.1327 0.036 0.037 -0.071
C 1.1177 4.7373 -2.9559 0.063 0.020 0.041
C -5.1349 -2.1627 -1.8965 -0.054 -0.043 0.010
H -2.6652 5.6370 1.9641 0.003 -0.003 -0.031
C 3.3893 6.3164 -3.1644 0.029 0.056 -0.024
H -2.9006 -4.8542 -3.5199 0.009 0.007 0.006
H 4.2463 5.0143 -1.6951 0.014 -0.005 -0.005
H -1.5093 -6.2069 0.9343 -0.030 0.003 0.008
H 4.1243 -3.9683 -0.5480 0.002 -0.017 0.025
C -0.3454 -4.5285 1.5726 0.024 0.174 0.111
C 1.8441 3.4114 0.0342 0.081 0.108 0.001
H 2.3332 5.1765 6.7382 -0.016 0.018 0.006
H 0.7454 -1.8710 5.0993 -0.052 0.000 -0.015
C 0.2906 4.5388 6.8524 0.031 -0.061 -0.134
C -3.5249 -4.0976 -3.0643 -0.005 -0.118 0.004
H 0.2546 6.0495 -4.4232 0.008 0.016 -0.006
C -3.0683 -1.6298 2.7285 0.113 -0.050 0.055
N 1.6363 2.3956 0.9285 -0.281 -1.153 -0.266
H -0.0021 -4.3211 0.5701 -0.049 0.024 -0.039
N 2.5205 0.8216 -1.1632 -0.922 -0.088 0.984
H -1.2391 2.4500 4.6872 0.004 -0.005 -0.015
H 6.3300 -1.5046 -1.1675 0.000 0.013 0.000
C 0.7527 -1.2390 2.9566 -0.084 -0.144 -0.116
H -2.0877 -3.6090 -1.5417 -0.005 -0.042 -0.101
H -4.9387 -3.1191 5.1188 0.028 -0.024 0.002
H -3.0353 -1.5536 4.8671 -0.009 0.019 -0.002
C 3.3191 -0.0409 -1.8703 0.067 -0.200 -0.066
H 4.2707 6.9360 -3.2541 -0.009 0.015 -0.011
C -0.6605 1.0634 -4.4086 -0.041 0.101 0.023
C 6.9161 -2.6804 -2.8561 0.070 -0.005 0.014
H 4.5198 0.1690 -3.7387 0.033 0.005 0.007
C 2.2395 4.4390 -2.1880 -0.078 0.005 -0.067
H -1.5716 -1.1724 -5.4111 0.030 -0.005 -0.038
C -1.2108 -5.5852 1.7674 -0.048 -0.146 0.003
Cl 7.6300 -4.1556 -5.0020 0.039 -0.030 -0.019
C -4.7284 -3.0748 1.7408 0.102 -0.085 -0.128
C -1.7261 2.6039 0.7669 0.019 -0.068 0.041
C 4.2185 -2.7528 -3.4951 0.056 -0.015 0.065
C -0.9695 -3.1975 -5.1185 -0.009 -0.064 -0.084
Cl 2.2869 7.9325 -5.0256 0.010 0.032 -0.012
H -0.2224 -3.3660 4.7440 -0.038 -0.020 0.030
C -5.5899 -2.8702 -2.9976 0.029 -0.056 0.011
C 1.5073 4.4134 2.0048 -0.126 0.004 -0.040
H 7.9693 -2.6476 -2.6146 0.007 -0.026 -0.020
H -0.1295 0.8910 -5.3447 -0.043 0.023 -0.041
C -3.5118 -1.9773 3.9917 0.050 -0.009 0.017
C -2.6844 3.6926 1.0167 0.017 0.078 0.030
C -1.3176 -5.0415 4.1008 -0.095 -0.028 0.077
H -1.7295 0.9463 -4.5964 -0.009 -0.014 -0.017
C 1.1248 5.8151 -3.8259 -0.019 0.022 -0.037
H -2.4234 4.5890 -0.9538 -0.010 0.027 0.001
H -1.6852 -5.2549 5.0949 -0.042 0.017 -0.009
C -4.7797 -3.8287 -3.5904 -0.031 0.025 -0.005
C -4.5716 -2.8638 4.1332 -0.016 -0.030 -0.017
H -5.2004 -3.5055 0.8658 -0.026 0.040 -0.001
Cl -2.8488 -7.1026 3.2842 -0.052 -0.115 0.010
H 1.1373 -1.8850 -2.1819 -0.013 -0.031 0.081
C -3.6816 -2.1722 1.6024 0.173 0.113 -0.163
O 0.1597 0.4625 -2.2831 0.202 0.152 0.643
C -0.4756 -3.9673 3.8901 0.138 0.038 -0.071
Se -0.9983 -1.5096 -0.1513 0.020 0.323 0.397
H -0.2427 -5.1440 -4.5771 -0.001 -0.005 -0.030
C -3.2201 4.1531 -0.3491 -0.011 -0.065 0.045
H 1.8866 5.6330 0.2238 0.019 -0.002 0.000
H -2.2503 -0.9265 2.6047 -0.029 0.036 0.027
H -1.5082 4.4910 2.6585 0.013 0.034 0.038
C 1.4014 2.9910 2.1373 -0.098 0.040 0.097
C -0.2133 0.0696 -3.3815 -0.088 0.087 -0.030
H -0.4774 2.0741 -4.0539 0.025 -0.026 0.031
C 0.8060 -2.4704 2.2559 0.201 0.238 -0.113
H 3.5940 2.6901 -3.7020 -0.030 0.002 -0.023
C -0.7178 3.7746 6.2829 -0.014 0.038 0.083
C -1.9557 4.8424 1.7271 -0.007 -0.015 -0.017
N 2.0596 -1.5240 0.3617 -0.831 0.927 -0.091
H 1.1029 -4.3017 -2.6759 0.014 0.002 -0.006
H -4.0058 4.8950 -0.2003 0.028 0.055 -0.013
H 1.3725 5.1221 2.8039 0.030 0.005 0.008
H 2.3939 -4.6646 1.3964 0.010 -0.002 -0.006
C 1.7571 4.6747 0.6993 -0.079 -0.026 0.019
C 5.1344 -3.4033 -4.3057 0.018 -0.023 -0.056
C -0.2366 -4.0869 -4.3450 0.063 0.074 0.004
C 1.6821 -2.5628 1.1615 -0.033 -0.038 0.236
C 3.6412 -1.3433 -1.5128 -0.082 0.013 -0.011
C 0.7205 -1.0838 4.3702 -0.117 0.114 0.023
H 4.8067 -3.9358 -5.1879 0.019 -0.002 -0.005
H -5.9813 -4.1227 3.1282 -0.008 0.002 -0.032
C -3.8730 -2.4290 -1.3702 0.339 0.024 0.096
C 0.8394 0.2435 4.6428 -0.060 -0.149 -0.092
C 3.3743 1.8898 -3.0152 -0.028 -0.095 -0.001
C 1.5513 4.5901 6.2760 -0.007 0.061 0.030
C 3.3451 -3.3739 -0.0999 -0.080 -0.006 -0.015
C -5.1661 -3.4210 3.0109 -0.028 -0.071 0.085
H -6.5777 -2.6680 -3.3894 0.014 0.014 -0.041
H -1.5417 -3.5577 -5.9630 -0.042 -0.003 0.035
C 0.0354 -3.6735 2.6219 -0.075 -0.279 0.108
C 2.5918 2.0248 -1.8219 0.061 0.199 -0.017
C 2.4661 -3.7276 0.8695 -0.017 -0.035 -0.078
Ta 0.7523 0.4351 0.2286 1.284 0.100 -0.009
C 0.5161 -3.6170 -3.2762 0.016 -0.055 -0.003
H -5.1238 -4.3615 -4.4674 -0.022 -0.036 0.025
H 3.1689 -2.7761 -3.7549 -0.055 0.006 -0.006
C 0.5238 -2.2657 -2.9833 0.032 0.148 -0.060
N 0.9065 0.0026 2.3709 0.065 0.165 -1.203
C -0.9690 -1.8470 -4.8179 -0.012 0.153 0.045
Cl -0.0278 5.4380 8.2921 -0.009 0.021 0.054
C 4.6366 -2.0677 -2.3578 -0.009 -0.013 -0.085
H -1.6965 3.7480 6.7417 0.001 0.001 0.001
C 0.8009 3.1015 4.5299 0.004 0.049 0.132
C -3.8576 3.2454 1.9052 -0.008 -0.053 -0.075
C 1.0559 2.3133 3.2981 -0.029 -0.077 -0.038
H -1.1704 5.2520 1.0978 0.121 0.036 -0.047
C 5.9916 -2.0377 -2.0474 -0.070 0.011 0.022
P -3.2918 -1.3876 0.0111 -0.018 0.417 0.007
H -3.6392 3.3006 -0.8845 -0.024 0.054 -0.033
C 6.4823 -3.3606 -3.9832 -0.092 0.066 0.073
H 2.7817 3.9119 4.6619 0.011 0.013 0.013
H 0.9214 0.7005 5.6138 -0.002 0.043 -0.008
C -0.2234 -1.3641 -3.7408 0.068 -0.335 0.071
C 3.0610 -2.0133 -0.4461 0.049 -0.010 -0.119
C 2.1881 3.2453 -1.2995 0.023 -0.056 -0.133
H -5.7512 -1.3927 -1.4539 0.026 0.032 0.020
C 0.9244 0.9284 3.4001 0.005 0.175 0.134
C -3.0684 -3.4037 -1.9552 -0.060 -0.034 0.152
C 3.3716 5.2384 -2.2933 -0.042 -0.042 0.019
H -4.3656 4.1332 2.2831 0.006 0.019 0.016
C 2.2666 6.5956 -3.9288 -0.016 -0.071 0.061
C 1.7969 3.8822 5.1115 -0.001 -0.115 -0.015